Record 1
The following is a DFT calculation (wB97M-V/def2-TZVPD) of C18H46FN2O6Pb as an isolated structure.

Each line ends with the Löwdin charge.
CARTESIAN COORDINATES (ANGSTROEM)
Pb (0.25, -0.07, -0.17)  1.65
F (0.71, -1.72, 1.29)  -0.51
C (2.27, -4.47, -0.61)  -0.05
C (1.23, -3.94, -1.57)  -0.46
C (0.02, -4.90, -1.64)  -0.04
O (0.77, -2.67, -1.09)  -0.19
H (2.87, -3.65, -0.21)  0.08
H (2.83, -5.32, -0.98)  0.09
H (1.75, -4.83, 0.30)  0.09
H (1.66, -3.84, -2.56)  0.14
H (-0.67, -4.76, -0.81)  0.08
H (0.33, -5.95, -1.66)  0.08
H (-0.49, -4.76, -2.60)  0.07
H (0.64, -2.70, -0.11)  0.04
C (-1.40, 3.81, 1.71)  -0.03
C (-2.29, 2.58, 1.57)  -0.44
C (-3.49, 2.77, 0.65)  -0.04
O (-1.53, 1.42, 1.15)  -0.21
H (-2.01, 4.71, 1.67)  0.08
H (-0.59, 3.83, 0.99)  0.06
H (-0.96, 3.86, 2.72)  0.08
H (-2.75, 2.33, 2.53)  0.14
H (-4.10, 3.58, 1.04)  0.09
H (-4.14, 1.89, 0.73)  0.08
H (-3.24, 2.90, -0.40)  0.07
H (-1.07, 1.15, 1.99)  -0.02
C (3.16, -0.84, -2.16)  -0.08
O (2.59, 0.05, -1.21)  -0.34
C (3.59, 0.75, -0.48)  -0.20
C (3.03, 1.58, 0.65)  -0.20
N (2.07, 0.82, 1.48)  -0.14
C (1.81, 1.53, 2.76)  -0.17
C (0.92, 0.73, 3.67)  -0.16
O (-0.45, 0.79, 3.25)  -0.22
C (-1.26, -0.25, 3.77)  -0.08
H (2.38, -1.16, -2.83)  0.09
H (3.70, -1.65, -1.66)  0.10
H (3.93, -0.32, -2.75)  0.10
H (4.15, 1.40, -1.16)  0.14
H (4.31, 0.02, -0.09)  0.14
H (2.51, 2.50, 0.35)  0.11
H (3.89, 1.95, 1.23)  0.13
H (2.57, -0.02, 1.77)  0.12
H (1.44, 2.54, 2.58)  0.13
H (2.77, 1.63, 3.28)  0.13
H (0.93, 1.27, 4.63)  0.14
H (1.28, -0.29, 3.82)  0.13
H (-2.01, -0.53, 3.03)  0.05
H (-1.82, 0.13, 4.63)  0.11
H (-0.70, -1.16, 3.99)  0.11
C (-2.29, -1.48, 1.26)  -0.08
O (-1.58, -1.48, 0.03)  -0.36
C (-2.39, -1.71, -1.09)  -0.21
C (-1.59, -1.59, -2.37)  -0.20
N (-0.92, -0.33, -2.54)  -0.13
C (-1.76, 0.87, -2.60)  -0.19
C (-0.89, 2.10, -2.76)  -0.21
O (-0.06, 2.23, -1.62)  -0.31
C (0.73, 3.41, -1.68)  -0.09
H (-3.09, -2.22, 1.21)  0.12
H (-2.65, -0.47, 1.48)  0.08
H (-1.57, -1.75, 2.03)  0.07
H (-3.29, -1.07, -1.12)  0.14
H (-2.78, -2.74, -1.12)  0.14
H (-2.31, -1.77, -3.19)  0.14
H (-0.87, -2.41, -2.42)  0.09
H (-0.23, -0.34, -3.28)  0.13
H (-2.37, 0.97, -1.70)  0.11
H (-2.46, 0.82, -3.45)  0.14
H (-1.57, 2.97, -2.83)  0.13
H (-0.33, 2.07, -3.70)  0.14
H (1.73, 3.21, -2.08)  0.10
H (0.91, 3.83, -0.68)  0.07
H (0.24, 4.21, -2.25)  0.10

Output
Calculated total energy = -1566.82995 hartree
Highest occupied orbital energy = -10.9 eV
Gap between HOMO and LUMO = 0.337 Eh
LUMO level = -0.064 Eh
Total charge = +1
ΔE to the lowest compared entry with this formula, charge and spin = 0.000 eV

***

Record 2
The following is a DFT calculation (wB97M-V/def2-TZVPD) of a 10-piece molecular cluster, C27H76N4O10 overall.

Each line ends with the Löwdin charge.
CARTESIAN COORDINATES (ANGSTROEM)
C (-3.45, 0.36, -2.15)  -0.03
C (-2.29, 0.06, -3.13)  -0.49
C (-1.86, 1.36, -3.77)  -0.04
C (-1.11, -0.41, -2.22)  -0.13
C (-1.12, -1.89, -1.81)  -0.18
C (-1.38, -2.72, -3.07)  -0.14
C (-2.63, -2.36, -3.83)  -0.52
C (-2.72, -3.21, -5.09)  -0.03
C (-3.85, -2.77, -2.94)  -0.02
N (-2.64, -0.94, -4.15)  -0.10
O (-3.77, -0.56, -4.88)  -0.01
H (-3.54, -0.40, -1.38)  0.06
H (-3.39, 1.36, -1.73)  0.08
H (-4.40, 0.31, -2.70)  0.08
H (-0.96, 1.21, -4.37)  0.08
H (-2.56, 1.76, -4.51)  0.08
H (-1.72, 2.14, -3.01)  0.08
H (-0.16, -0.19, -2.70)  0.10
H (-1.14, 0.18, -1.30)  0.10
H (-0.12, -2.05, -1.40)  0.10
H (-1.82, -2.07, -0.99)  0.10
H (-1.28, -3.75, -2.73)  0.11
H (-0.48, -2.46, -3.65)  0.13
H (-3.59, -2.92, -5.68)  0.08
H (-2.65, -4.27, -4.88)  0.08
H (-1.85, -2.93, -5.71)  0.09
H (-4.75, -2.36, -3.40)  0.08
H (-3.78, -2.34, -1.94)  0.06
H (-4.04, -3.84, -2.85)  0.08
H (-3.43, -0.05, -5.62)  0.11
C (-6.76, 3.68, 3.99)  -0.11
O (-5.40, 4.05, 3.92)  -0.19
C (-4.82, 3.82, 2.65)  -0.22
C (-3.34, 4.16, 2.78)  -0.40
C (-3.03, 5.66, 2.88)  -0.05
N (-2.64, 3.59, 1.61)  0.04
H (-6.91, 2.69, 3.54)  0.08
H (-7.43, 4.31, 3.40)  0.09
H (-7.00, 3.69, 5.05)  0.09
H (-4.95, 2.79, 2.32)  0.12
H (-5.27, 4.49, 1.90)  0.13
H (-2.99, 3.64, 3.67)  0.15
H (-3.46, 6.22, 2.04)  0.08
H (-1.96, 5.86, 2.90)  0.07
H (-3.45, 6.10, 3.79)  0.08
H (-2.92, 4.13, 0.79)  0.09
H (-1.64, 3.80, 1.72)  0.05
C (1.22, -0.77, 3.79)  -0.10
O (1.60, -0.20, 5.03)  -0.17
C (2.95, 0.14, 5.11)  -0.22
C (3.94, -1.04, 5.19)  -0.45
C (3.72, -1.86, 6.48)  -0.06
N (5.30, -0.54, 5.09)  0.04
H (0.82, 0.05, 3.19)  0.08
H (0.37, -1.45, 3.96)  0.09
H (1.99, -1.38, 3.33)  0.08
H (3.25, 0.74, 4.24)  0.13
H (3.12, 0.76, 6.00)  0.13
H (3.67, -1.75, 4.40)  0.12
H (3.99, -1.35, 7.40)  0.08
H (4.22, -2.83, 6.39)  0.07
H (2.64, -2.07, 6.55)  0.07
H (5.91, -1.34, 5.22)  0.07
H (5.54, 0.16, 5.77)  0.07
C (2.92, -3.70, -0.11)  -0.11
O (2.36, -4.55, -1.08)  -0.20
C (2.48, -5.92, -0.73)  -0.21
C (1.75, -6.75, -1.76)  -0.42
C (0.32, -6.24, -1.99)  -0.06
N (1.71, -8.16, -1.31)  0.02
H (4.00, -3.55, -0.20)  0.09
H (2.79, -4.05, 0.92)  0.09
H (2.43, -2.73, -0.22)  0.07
H (3.55, -6.19, -0.75)  0.13
H (2.09, -6.10, 0.28)  0.13
H (2.29, -6.81, -2.71)  0.14
H (-0.23, -6.28, -1.05)  0.09
H (-0.20, -6.69, -2.84)  0.08
H (0.44, -5.18, -2.23)  0.05
H (1.02, -8.69, -1.82)  0.06
H (1.37, -8.22, -0.35)  0.06
C (1.66, 3.35, -2.48)  -0.14
O (2.51, 3.58, -3.61)  -0.14
H (0.68, 3.03, -2.85)  0.07
H (2.18, 2.62, -1.85)  0.06
H (1.53, 4.30, -1.97)  0.06
H (2.75, 2.68, -3.91)  0.02
C (2.86, 0.04, -4.06)  -0.12
O (3.79, 1.14, -4.20)  -0.13
H (2.86, -0.30, -3.03)  0.07
H (1.84, 0.29, -4.36)  0.07
H (3.22, -0.74, -4.73)  0.08
H (4.60, 0.86, -3.77)  0.09
C (-2.04, -0.13, 1.84)  -0.11
O (-1.37, 1.02, 1.34)  -0.17
H (-1.29, -0.85, 2.18)  0.07
H (-2.69, 0.11, 2.67)  0.09
H (-2.54, -0.65, 1.02)  0.06
H (-1.86, 1.82, 1.63)  0.05
C (1.90, 0.77, 0.25)  -0.16
O (1.11, 1.81, 0.76)  -0.15
H (1.50, 0.24, -0.62)  0.07
H (2.89, 1.10, -0.05)  0.06
H (2.05, -0.01, 1.00)  0.07
H (0.22, 1.45, 1.00)  0.04
C (0.65, 5.00, 0.73)  -0.17
O (0.56, 4.27, 1.95)  -0.14
H (1.66, 5.28, 0.40)  0.07
H (0.24, 4.36, -0.06)  0.06
H (0.06, 5.91, 0.79)  0.08
H (0.82, 3.36, 1.74)  0.04
C (4.69, 3.42, 0.01)  -0.16
O (5.71, 3.96, 0.84)  -0.12
H (5.06, 2.66, -0.68)  0.08
H (3.92, 3.00, 0.67)  0.07
H (4.13, 4.20, -0.51)  0.07
H (5.29, 4.64, 1.36)  0.07

Output
Calculated total energy = -2045.51882 hartree
Highest occupied orbital energy = -8.4 eV
Gap between HOMO and LUMO = 0.323 Eh
SMILES string = CC1(C)CCCC(C)(C)N1O.COC[C@H](C)N.COC[C@H](C)N.COC[C@H](C)N.CO.CO.CO.CO.CO.CO
LUMO level = 0.014 Eh
Total charge = 0
ΔE to the lowest compared entry with this formula, charge and spin = 0.000 eV

***

Record 3
The following is a DFT calculation (wB97M-V/def2-TZVPD) of C45H59CrF3NP2Si as an isolated structure.

Each line ends with the Löwdin charge.
CARTESIAN COORDINATES (ANGSTROEM)
Cr (0.03, 0.24, -0.09)  0.17
C (2.54, -2.37, -0.78)  -0.17
Si (0.84, -1.90, -0.03)  0.51
C (-0.61, -2.91, -0.54)  -0.26
C (-1.14, -4.02, 0.14)  -0.06
C (-2.46, -4.47, -0.13)  -0.09
C (-3.30, -3.83, -1.01)  -0.09
C (-2.81, -2.71, -1.73)  -0.09
C (-1.53, -2.22, -1.42)  -0.39
P (-1.01, -0.71, -2.12)  1.05
C (-2.51, 0.32, -2.52)  -0.43
C (-3.14, 0.67, -1.19)  -0.23
C (-4.16, 1.82, -1.28)  -0.19
C (-3.50, 3.04, -1.93)  -0.20
C (-3.10, 2.65, -3.36)  -0.20
C (-2.08, 1.51, -3.38)  -0.20
C (-0.28, -1.11, -3.83)  -0.39
C (1.06, -1.86, -3.75)  -0.20
C (1.39, -2.56, -5.07)  -0.18
C (0.38, -3.66, -5.52)  -0.18
C (-1.04, -3.25, -5.12)  -0.20
C (-1.21, -1.74, -4.85)  -0.20
C (1.17, -2.40, 1.72)  -0.31
C (1.60, -3.70, 2.07)  -0.09
C (2.25, -3.95, 3.29)  -0.07
C (2.53, -2.86, 4.10)  -0.09
C (2.18, -1.56, 3.75)  -0.08
C (1.45, -1.31, 2.56)  -0.35
P (0.54, 0.23, 2.16)  1.03
C (-1.03, -0.19, 3.10)  -0.39
C (-0.87, -0.07, 4.62)  -0.20
C (-2.17, -0.46, 5.30)  -0.21
C (-3.39, 0.26, 4.71)  -0.22
C (-3.58, 0.10, 3.21)  -0.18
C (-2.28, 0.43, 2.43)  -0.19
C (1.43, 1.54, 3.14)  -0.41
C (2.86, 1.59, 2.54)  -0.20
C (3.75, 2.60, 3.30)  -0.18
C (3.07, 3.88, 3.79)  -0.20
C (1.75, 4.16, 3.04)  -0.19
C (0.78, 2.95, 3.11)  -0.19
H (2.51, -3.32, -1.28)  0.02
H (3.28, -2.46, 0.00)  0.02
H (2.89, -1.64, -1.54)  0.01
H (-0.57, -4.51, 0.92)  0.08
H (-2.80, -5.30, 0.45)  0.09
H (-4.33, -4.11, -1.05)  0.09
H (-3.39, -2.21, -2.51)  0.09
H (-3.28, -0.25, -3.09)  0.11
H (-2.36, 0.99, -0.48)  0.07
H (-3.69, -0.19, -0.76)  0.12
H (-4.46, 2.05, -0.25)  0.11
H (-5.07, 1.50, -1.75)  0.10
H (-2.63, 3.35, -1.35)  0.10
H (-4.23, 3.88, -1.92)  0.11
H (-2.76, 3.55, -3.92)  0.12
H (-4.05, 2.36, -3.83)  0.11
H (-1.15, 1.95, -3.00)  0.11
H (-1.86, 1.26, -4.45)  0.12
H (-0.02, -0.09, -4.15)  0.10
H (1.01, -2.61, -2.97)  0.09
H (1.89, -1.16, -3.56)  0.12
H (2.36, -3.01, -4.98)  0.10
H (1.50, -1.82, -5.86)  0.11
H (0.72, -4.62, -5.13)  0.10
H (0.42, -3.76, -6.62)  0.11
H (-1.44, -3.85, -4.30)  0.10
H (-1.67, -3.50, -5.99)  0.10
H (-2.26, -1.59, -4.54)  0.09
H (-1.13, -1.23, -5.82)  0.12
H (1.39, -4.54, 1.40)  0.10
H (2.63, -4.93, 3.56)  0.10
H (3.13, -3.00, 4.97)  0.09
H (2.53, -0.72, 4.35)  0.10
H (-1.04, -1.29, 2.90)  0.12
H (-0.61, 0.97, 4.92)  0.11
H (-0.07, -0.71, 4.97)  0.10
H (-2.10, -0.14, 6.36)  0.11
H (-2.35, -1.55, 5.34)  0.12
H (-3.29, 1.31, 4.98)  0.11
H (-4.27, -0.12, 5.21)  0.10
H (-4.40, 0.70, 2.87)  0.10
H (-3.85, -0.96, 3.08)  0.12
H (-2.12, 1.52, 2.33)  0.11
H (-2.39, 0.05, 1.41)  0.07
H (1.51, 1.21, 4.18)  0.10
H (2.76, 1.85, 1.47)  0.11
H (3.34, 0.60, 2.58)  0.11
H (4.61, 2.88, 2.70)  0.11
H (4.19, 2.06, 4.16)  0.11
H (3.70, 4.77, 3.61)  0.11
H (2.78, 3.88, 4.85)  0.10
H (1.98, 4.39, 1.99)  0.10
H (1.24, 5.05, 3.47)  0.11
H (0.03, 3.01, 2.28)  0.07
H (0.15, 3.03, 4.02)  0.10
F (5.44, -0.76, -0.10)  -0.08
C (6.27, -1.31, -1.03)  -0.72
F (5.59, -1.38, -2.17)  -0.05
F (7.35, -0.49, -1.22)  -0.07
N (2.58, 6.19, -3.40)  0.12
C (2.30, 5.34, -2.65)  -0.19
C (1.84, 4.22, -1.87)  -0.25
C (0.95, 4.42, -0.80)  -0.05
C (0.32, 3.32, -0.24)  -0.15
C (0.73, 2.01, -0.59)  -0.28
C (1.77, 1.85, -1.56)  -0.11
C (2.32, 2.95, -2.18)  -0.04
H (0.58, 5.40, -0.54)  0.11
H (-0.48, 3.42, 0.48)  0.07
H (2.10, 0.86, -1.82)  0.08
H (3.06, 2.80, -2.96)  0.12

Output
Expectation value of S² = 6.066
Calculated total energy = -4121.07126 hartree
Highest occupied orbital energy (spin up / spin down) = -1.6 / -1.6 eV
Gap between HOMO and LUMO (spin up / spin down) = 0.128 / 0.128 Eh
2S+1 = 5
LUMO level (spin up / spin down) = 0.070 / 0.071 Eh
Total charge = -1

***

Which formula does entry 1 have?
C18H46FN2O6Pb

***

Look up the calculated total energy of the second one.
-2045.51882 hartree

***

Which of these has the lowest total charge?
C45H59CrF3NP2Si